Record 1
Below is a molecular structure, C20H40AlN2O11 at a distorted geometry, with properties calculated with ωB97M-V with the def2-TZVPD basis set.

Positions of all 74 atoms, in Å:
Al1 15.87656 -9.94076 5.36955
O1 17.25377 -5.95581 4.55107
H1 16.68012 -5.68190 3.80917
C1 24.00429 -4.48645 2.72926
C2 23.04822 -5.64629 2.86543
C3 23.72070 -6.86050 2.25822
C4 24.75897 -7.52768 3.18670
C5 24.14376 -7.87305 4.52644
C6 23.53911 -6.71175 5.36607
N1 22.73424 -5.86370 4.37900
O2 22.09256 -4.78161 4.94834
C7 24.64868 -5.79893 6.06731
C8 22.60925 -7.30188 6.44270
C9 21.75228 -5.50675 2.17719
H2 24.27265 -4.19423 1.71403
H3 24.90303 -4.70883 3.30452
H4 23.62406 -3.64639 3.31047
H5 24.20255 -6.65967 1.30136
H6 22.95766 -7.60114 2.01879
H7 25.66167 -6.93829 3.34742
H8 25.16543 -8.48075 2.84826
H9 24.87598 -8.32658 5.19448
H10 23.46919 -8.70974 4.34480
H11 24.07086 -4.96124 6.45785
H12 25.38697 -5.44413 5.34818
H13 25.17819 -6.42848 6.78240
H14 22.47611 -6.56138 7.23140
H15 23.11606 -8.20015 6.79533
H16 21.67985 -7.56148 5.93583
H17 21.81178 -5.21084 1.12981
H18 21.13948 -4.74996 2.66692
H19 21.17615 -6.42211 2.31249
C10 15.33573 -1.85418 0.07375
C11 15.77420 -1.23968 1.44393
C12 15.07718 -2.01095 2.60594
N2 15.36486 -1.33710 4.00452
C13 16.84629 -0.88082 4.17711
C14 14.45850 -0.08971 4.09183
C15 13.92879 0.07426 5.57167
C16 13.65814 -1.43374 5.87434
C17 14.87776 -2.24082 5.16800
H20 15.72286 -2.87201 0.02637
H21 15.83401 -1.23137 -0.66915
H22 14.24867 -1.89526 0.00501
H23 15.49069 -0.18736 1.42506
H24 16.85961 -1.14949 1.48680
H25 15.33505 -3.06728 2.68187
H26 13.99927 -1.97663 2.44779
H27 17.20783 -0.19405 3.41177
H28 17.52463 -1.73278 4.22323
H29 16.84870 -0.26285 5.07501
H30 15.06969 0.72715 3.70806
H31 13.57802 -0.15134 3.45226
H32 14.64331 0.54773 6.24502
H33 13.03739 0.69585 5.48717
H34 13.68184 -1.64717 6.94298
H35 12.69751 -1.52306 5.36709
H36 15.68858 -2.39590 5.87977
H37 14.78379 -3.17175 4.60888
O3 13.24924 -9.75341 -0.64872
C18 13.48985 -9.74423 0.61687
O4 13.87373 -8.67800 1.19282
O5 13.49257 -10.85722 1.12905
H38 13.02678 -10.68384 -0.72881
O6 11.53849 -5.64783 3.87706
C19 11.27883 -6.05678 5.07398
O7 11.96401 -7.01179 5.57251
O8 10.30478 -5.65532 5.71075
H39 12.25676 -6.13333 3.46478
O9 18.30647 -5.45319 9.12936
C20 18.00397 -6.53634 9.91824
O10 17.56934 -7.54538 9.29259
O11 18.31710 -6.62401 11.11333
H40 18.12033 -5.80996 8.25777

As for the gap between HOMO and LUMO: 1.78 eV. The value obtained for the total energy is -1964.81623 Eh. The HOMO energy is -9.1 eV. As for the charge: +1. For the LUMO energy, the calculation gives -0.2690 Ha.

---

Record 2
Below is a molecular structure, C20H40B3F12Li2O5 at a distorted geometry, with properties calculated with ωB97M-V with the def2-TZVPD basis set.

Positions of all 82 atoms, in Å:
Li1 0.80351 -2.88319 -1.09149
Li2 -3.07148 -0.69894 0.38750
B1 -0.59924 -0.97806 -0.22946
F1 -1.31895 0.10310 0.31663
F2 0.53781 -0.53052 -0.96915
F3 -0.13990 -1.90459 0.72065
F4 -1.41319 -1.67375 -1.12212
B2 -0.73138 -5.25129 -1.56655
F5 -1.53000 -5.29594 -0.43073
F6 -0.72742 -6.47691 -2.26279
F7 -1.09727 -4.19381 -2.42869
F8 0.61666 -4.96697 -1.16394
B3 -4.66008 -2.52516 -0.25960
F9 -4.73823 -3.58013 -1.16507
F10 -3.65568 -2.74545 0.71330
F11 -4.32155 -1.32654 -0.98064
F12 -5.90861 -2.34855 0.36227
C1 2.81791 3.20198 0.66181
C2 3.32934 3.17592 2.09530
C3 3.89405 1.73889 2.21680
O1 3.44006 1.03024 1.08390
C4 2.33997 1.74827 0.53776
H1 3.61065 3.33553 -0.07381
H2 2.01750 3.92525 0.50152
H3 2.53894 3.37956 2.81831
H4 4.09480 3.93077 2.29997
H5 3.53528 1.30114 3.15984
H6 4.98292 1.72047 2.28037
H7 1.41855 1.60204 1.11410
H8 2.19489 1.41688 -0.48577
C5 4.40446 -3.98676 1.11762
C6 4.18545 -2.47255 1.28928
C7 2.67480 -2.31941 1.10594
O2 2.32324 -3.32331 0.15519
C8 3.08032 -4.51774 0.53756
H9 4.57250 -4.49726 2.06537
H10 5.23160 -4.14279 0.42948
H11 4.61244 -1.91213 0.46082
H12 4.47542 -2.04884 2.24821
H13 2.42827 -1.34027 0.69666
H14 2.05354 -2.42208 2.00430
H15 3.21710 -5.06132 -0.38944
H16 2.43245 -4.98720 1.27404
C9 0.63771 2.61766 -4.55114
C10 0.26304 1.71750 -3.35306
C11 -0.30871 0.46013 -4.02253
O3 0.18182 0.44964 -5.35696
C12 0.21873 1.78569 -5.78446
H17 1.69438 2.86134 -4.66212
H18 0.10614 3.57037 -4.51414
H19 -0.44502 2.18693 -2.67773
H20 1.18430 1.48232 -2.81993
H21 -1.40445 0.52847 -4.06517
H22 -0.02912 -0.46702 -3.53713
H23 -0.75726 2.13441 -6.16205
H24 0.91499 1.89782 -6.61549
C13 -0.96024 4.60684 -0.79064
C14 -1.59511 5.04989 -2.11724
C15 -2.83306 4.15948 -2.24500
O4 -3.23094 3.86207 -0.92176
C16 -2.07590 3.76655 -0.11445
H25 -0.67495 5.45695 -0.17382
H26 -0.08272 3.98147 -0.94973
H27 -0.94231 4.91294 -2.97842
H28 -1.86580 6.10577 -2.08393
H29 -2.60033 3.24953 -2.81319
H30 -3.66523 4.67231 -2.72651
H31 -1.71539 2.73429 -0.03666
H32 -2.31103 4.13787 0.88170
C17 -3.00890 -1.28446 5.12625
C18 -1.71164 -2.05823 4.79270
C19 -1.87254 -2.24887 3.28576
O5 -2.56533 -1.08395 2.82972
C20 -3.09809 -0.35215 3.92289
H33 -2.93110 -0.73417 6.06165
H34 -3.83301 -1.99664 5.12096
H35 -1.71303 -2.95247 5.41039
H36 -0.84867 -1.41342 4.97432
H37 -2.49165 -3.12956 3.08594
H38 -0.93683 -2.37023 2.75180
H39 -4.12312 -0.05910 3.68164
H40 -2.52108 0.56344 4.11226

As for the gap between HOMO and LUMO: 9.65 eV. The value obtained for the total energy is -2451.16929 Eh. The HOMO energy is -7.6 eV. As for the charge: -1. For the LUMO energy, the calculation gives 0.0744 Ha.

---

Record 3
Below is 10 unconnected molecules or ions with the total composition C20H40Br20 at a distorted geometry, with properties calculated with ωB97M-V with the def2-TZVPD basis set.

Positions of all 80 atoms, in Å:
Br1 2.28794 -3.16201 -2.46674
C1 1.44843 -4.23965 -1.14968
C2 1.62552 -5.66925 -1.41043
Br2 3.42848 -6.28800 -0.75474
H1 0.39198 -3.98478 -1.23369
H2 1.73765 -3.84867 -0.17418
H3 1.50219 -5.83326 -2.48094
H4 0.85007 -6.26411 -0.92780
Br3 -5.79213 -2.71654 -1.34245
C3 -4.41202 -3.85718 -0.41786
C4 -5.03218 -4.72182 0.68269
Br4 -5.90779 -3.47901 1.98594
H5 -3.61835 -3.20587 -0.05179
H6 -4.12407 -4.52668 -1.22839
H7 -4.30515 -5.36293 1.18118
H8 -5.71240 -5.45991 0.25769
Br5 1.86754 1.23920 -3.49337
C5 0.31680 0.03157 -3.90186
C6 0.00186 0.10684 -5.44423
Br6 -1.91490 -0.38424 -5.68694
H9 -0.56716 0.32162 -3.33390
H10 0.66623 -0.97806 -3.68588
H11 0.58918 -0.58541 -6.04751
H12 0.23818 1.01007 -6.00675
Br7 -3.44928 -0.14848 4.11634
C7 -2.76135 -1.44003 2.73379
C8 -2.52574 -2.71655 3.51773
Br8 -1.79827 -4.08443 2.18375
H13 -1.83291 -0.94718 2.44536
H14 -3.45202 -1.55941 1.89904
H15 -3.39933 -3.02399 4.09256
H16 -1.74225 -2.81314 4.26935
Br9 -2.42593 2.25324 -2.62191
C9 -3.90512 0.98476 -2.74497
C10 -4.78081 1.33390 -3.94541
Br10 -6.19235 -0.02798 -3.84339
H17 -4.42058 0.93878 -1.78566
H18 -3.50833 -0.00888 -2.95315
H19 -4.25174 1.24590 -4.89433
H20 -5.16146 2.35342 -3.88391
Br11 4.09100 5.11878 4.28229
C11 2.50200 3.89926 4.42228
C12 1.85421 4.04236 3.09638
Br12 0.62211 2.53573 2.63495
H21 1.95973 4.20154 5.31820
H22 2.88521 2.91078 4.67555
H23 2.59001 3.94013 2.29873
H24 1.40348 5.02334 2.94594
Br13 5.44601 -4.19995 2.56603
C13 5.62081 -2.26397 2.89172
C14 4.31070 -1.50006 2.68991
Br14 4.51793 0.49351 2.87309
H25 6.36681 -1.85169 2.21230
H26 6.09691 -2.19729 3.86997
H27 3.44155 -1.73818 3.30309
H28 4.05777 -1.71458 1.65159
Br15 3.16443 4.47134 -1.99708
C15 4.65015 3.09809 -1.85110
C16 4.90240 2.61630 -0.46858
Br16 6.33820 1.19473 -0.33452
H29 5.53779 3.62696 -2.19821
H30 4.44404 2.16587 -2.37702
H31 3.95823 2.20590 -0.11053
H32 5.09338 3.39760 0.26709
Br17 1.22028 -1.41778 1.27457
C17 0.79110 0.13268 0.08380
C18 -0.77362 0.28457 0.03219
Br18 -1.87720 -0.99020 -0.96386
H33 1.20285 -0.00648 -0.91580
H34 1.31030 1.00121 0.48901
H35 -0.84502 1.19495 -0.56296
H36 -1.15975 0.52710 1.02223
Br19 -3.77204 5.84352 1.73660
C19 -2.64825 4.62294 0.69192
C20 -1.25682 5.20505 0.66604
Br20 -0.14308 3.97312 -0.40031
H37 -3.05428 4.46458 -0.30716
H38 -2.72763 3.62263 1.11757
H39 -0.91390 5.38166 1.68551
H40 -1.16650 6.20218 0.23513

The value obtained for the energy above the lowest of the compared OMol25 structures with the same formula, charge and spin is 243.98 kJ/mol. As for the gap between HOMO and LUMO: 9.93 eV. The value obtained for the total energy is -52266.29859 Eh. The HOMO energy is -10.0 eV. For the LUMO energy, the calculation gives -0.0016 Ha. The SMILES is BrCCBr.BrCCBr.BrCCBr.BrCCBr.BrCCBr.BrCCBr.BrCCBr.BrCCBr.BrCCBr.BrCCBr.

---

Among the records above, which one has the highest gap between HOMO and LUMO?
C20H40Br20